89
Properties=species:S:1:pos:R:3:mulliken_charge:R:1 method="wB97M-V/def2-TZVPD" charge=-1 homo_lumo_gap_ev=9.987 relative_energy_ev=0.6565 e_tot_ev=-79091.811 e_lumo_ev=2.12 homo_energy_ev=-7.87
Cl -0.573 0.396 0.657 1.31
O -1.930 0.674 1.044 -0.68
O 0.267 1.552 0.486 -0.64
O -0.025 -0.378 1.746 -0.53
O -0.602 -0.367 -0.578 -0.57
O -1.355 4.854 -4.146 -0.64
C -0.773 3.873 -3.771 0.41
O -1.266 2.642 -3.929 -0.40
C -0.433 1.621 -3.372 0.54
C 0.918 2.285 -3.066 0.00
C 0.531 3.778 -3.006 -0.13
H -0.337 0.757 -4.018 0.28
H -0.959 1.355 -2.451 -0.48
H 1.639 2.106 -3.869 0.30
H 1.441 1.981 -2.160 -0.17
H 1.296 4.408 -3.457 0.38
H 0.393 4.078 -1.967 -0.14
O 2.002 0.002 -5.950 -0.61
C 2.097 -0.699 -4.988 0.40
O 0.999 -0.977 -4.216 -0.20
C 1.406 -1.819 -3.120 -0.08
C 2.884 -1.464 -2.941 -0.12
C 3.318 -1.347 -4.391 -0.65
H 1.287 -2.868 -3.394 0.27
H 0.874 -1.607 -2.194 -0.06
H 3.438 -2.194 -2.354 0.51
H 2.987 -0.478 -2.480 -0.12
H 3.472 -2.336 -4.833 0.31
H 4.207 -0.756 -4.592 0.31
O 0.458 4.846 4.598 -0.59
C 0.407 4.901 3.409 0.48
O -0.740 4.586 2.737 -0.39
C -0.574 4.759 1.318 0.34
C 0.628 5.666 1.188 -0.60
C 1.470 5.168 2.373 -0.06
H -1.437 5.171 0.797 0.30
H -0.379 3.745 0.963 -0.26
H 0.445 6.734 1.301 0.37
H 1.182 5.525 0.258 0.26
H 2.271 5.828 2.699 0.36
H 1.954 4.221 2.120 -0.12
O -6.732 -3.693 0.948 -0.60
C -5.855 -3.032 1.426 0.47
O -5.932 -1.672 1.466 -0.39
C -4.850 -1.112 2.237 -0.39
C -3.852 -2.264 2.405 0.37
C -4.662 -3.532 2.210 -0.49
H -5.161 -0.698 3.199 0.36
H -4.376 -0.273 1.727 0.17
H -3.332 -2.184 3.359 0.30
H -3.110 -2.118 1.619 -0.35
H -5.106 -3.887 3.145 0.31
H -4.055 -4.337 1.811 0.33
O 3.311 -1.584 4.641 -0.63
C 2.273 -2.169 4.564 0.63
O 2.237 -3.437 4.052 -0.39
C 0.885 -3.828 3.735 -0.54
C -0.042 -2.670 4.132 0.41
C 0.876 -1.696 4.844 -0.39
H 0.736 -4.767 4.268 0.30
H 0.829 -3.993 2.660 0.27
H -0.900 -3.012 4.707 0.37
H -0.447 -2.239 3.217 -0.45
H 0.690 -1.652 5.917 0.34
H 0.838 -0.684 4.436 0.13
O -2.709 -3.497 -4.291 -0.67
C -2.940 -2.633 -3.480 0.35
O -3.201 -2.924 -2.211 -0.36
C -3.558 -1.789 -1.395 0.71
C -3.457 -0.580 -2.353 -0.48
C -2.860 -1.138 -3.651 0.62
H -2.810 -1.710 -0.605 -0.44
H -4.521 -1.930 -0.910 -0.02
H -2.776 0.165 -1.953 0.07
H -4.450 -0.171 -2.535 0.43
H -1.792 -0.915 -3.587 -0.70
H -3.298 -0.690 -4.534 0.52
O 6.152 0.811 2.592 -0.60
C 5.351 0.311 1.857 0.40
O 5.729 -0.593 0.915 -0.38
C 4.622 -0.985 0.108 -0.36
C 3.466 -0.076 0.526 -0.09
C 3.834 0.346 1.935 0.74
H 4.314 -2.025 0.245 0.27
H 4.807 -0.828 -0.954 0.20
H 2.514 -0.596 0.426 0.20
H 3.472 0.805 -0.122 0.03
H 3.519 -0.387 2.674 -0.46
H 3.435 1.337 2.128 0.03